# 1
Entry from the OMol25 dataset: a 2-piece molecular cluster, C8H18N3O overall (ωB97M-V/def2-TZVPD).

```
! wB97M-V def2-TZVPD RIJCOSX def2/J DEFGRID3
* xyz 1 1
C -1.4652 1.4115 -0.5458
C -2.8392 1.3772 -0.4796
C -0.8278 0.1697 -0.5152
C 1.5694 -1.9064 0.3373
C 2.8699 1.3613 -0.0210
C 1.5392 -1.1875 -0.9882
C 1.3319 1.1394 0.1806
C 0.7496 0.1976 -0.8088
N -1.2077 -1.0351 -0.6556
N -1.4064 -2.1315 -0.0971
N -3.6238 0.3925 -0.0121
O -1.0902 -0.0697 2.0187
H -0.8658 2.3158 -0.5510
H -3.2847 2.3644 -0.4244
H 0.5100 -1.8971 0.6931
H 1.9198 -2.8707 0.3327
H 2.1951 -1.2149 0.9142
H 2.9433 2.2944 0.5886
H 3.0444 1.6367 -1.0868
H 3.5855 0.5031 0.2294
H 0.8893 -1.7519 -1.6846
H 2.5282 -0.9607 -1.3999
H 0.8046 2.0305 0.4403
H 1.2427 0.7017 1.1535
H 0.7539 0.6306 -1.8156
H -1.6624 -2.7896 -0.8770
H -1.4772 -0.8732 2.1385
H -3.2476 -0.6011 0.1793
H -4.6626 0.4714 -0.0213
H -0.8161 0.2912 2.7778
*
```

## Properties
Relative energy (zero: lowest compared OMol25 entry of this formula, charge and spin), kJ/mol: 203.2
Largest force on an atom, eV Å⁻¹: 5.502

---

# 2
Entry from the OMol25 dataset: a single C7H14O3S molecule (ωB97M-V/def2-TZVPD).

```
! wB97M-V def2-TZVPD RIJCOSX def2/J DEFGRID3
* xyz 0 1
C 1.2243 -1.8175 1.2634
C 0.6714 -1.0602 0.3769
O 1.1448 0.1476 -0.1448
C 2.4280 0.7029 0.2546
C 2.4805 2.1263 -0.3254
C -0.9313 -1.1358 -0.1243
C -0.9603 -1.4841 -1.5995
S -1.5754 0.5302 0.2748
C -3.3923 0.3161 0.4620
O -1.1021 0.9905 1.5736
O -1.4117 1.3996 -0.8872
H 2.2927 -1.3322 1.4822
H 0.8066 -2.6717 1.8423
H 2.4549 0.7597 1.2795
H 3.2271 0.0697 -0.0951
H 3.1028 2.1109 -1.3220
H 1.5934 2.8124 -0.5729
H 3.1932 2.7969 0.2443
H -1.3292 -1.8085 0.5154
H -0.1733 -2.2013 -1.9102
H -1.8989 -1.8583 -1.9242
H -0.7529 -0.5643 -2.2221
H -3.7119 1.4420 0.6635
H -3.7466 -0.0685 -0.4269
H -3.6341 -0.2023 1.3222
*
```

## Properties
Relative energy (zero: lowest compared OMol25 entry of this formula, charge and spin), kJ/mol: 177.8
Largest force on an atom, eV Å⁻¹: 5.629
SMILES string: C=C(OCC)[C@H](C)S(C)(=O)=O

---

# 3
Entry from the OMol25 dataset: C14H33F6N5O4PdS3SbSi3 as an isolated structure (ωB97M-V/def2-TZVPD).

```
! wB97M-V def2-TZVPD RIJCOSX def2/J DEFGRID3
* xyz -1 1
Pd -0.0563 0.3847 0.4862
C 4.9708 1.4518 3.6277
C 4.8095 0.4545 2.5430
N 5.7560 -0.0072 1.7943
N 5.1154 -0.8881 0.9627
C 3.7923 -0.9915 1.1737
S 2.6801 -1.9477 0.3942
N 3.6008 -0.1232 2.2182
N 2.3561 0.1692 2.7293
H 6.0316 1.6252 3.7866
H 4.5200 1.0871 4.5513
H 4.4787 2.3843 3.3521
H 5.6069 -1.3421 0.2151
H 2.2549 -0.1760 3.6742
H 2.1683 1.1630 2.6697
F -1.6523 0.8061 3.1186
C -0.7987 1.4161 2.2302
F -1.5310 2.5125 1.8157
F 0.1411 2.0102 3.0544
S 1.5110 1.9656 -0.3096
O 2.8205 1.5247 -0.7306
O 0.6477 2.0446 -1.8255
N 1.4551 3.5236 0.0137
S 2.3963 4.0972 1.1264
O 1.9198 5.3651 1.5782
O 2.8108 3.1195 2.1028
C 3.9921 4.4970 0.2179
F 4.9346 3.5901 0.4744
F 4.4529 5.6900 0.6190
F 3.8078 4.5516 -1.1033
C -5.3112 -1.3972 1.3489
Si -4.0714 -0.5908 0.1823
C -4.7299 -0.8971 -1.5584
C -4.1353 1.2616 0.4540
Sb -1.7836 -1.5291 0.8474
Si 0.1209 0.0011 -1.7453
C 1.5959 -0.4443 -2.8108
C -1.3496 -0.0021 -2.9080
C -0.4792 2.9534 -1.8648
Si -1.5834 -3.5278 -0.7533
C 0.0171 -3.5821 -1.7393
C -1.5788 -5.0237 0.3926
C -2.9570 -3.8398 -2.0099
H -6.3198 -1.0152 1.1677
H -5.0458 -1.1951 2.3874
H -5.3287 -2.4808 1.2132
H -5.6931 -0.3849 -1.6479
H -4.8946 -1.9567 -1.7537
H -4.0705 -0.5060 -2.3330
H -5.1375 1.6338 0.2201
H -3.4182 1.7835 -0.1819
H -3.8971 1.5234 1.4843
H 1.3944 -1.3303 -3.4110
H 2.4785 -0.6170 -2.1981
H 1.7917 0.3902 -3.4889
H -1.6352 -1.0459 -3.0655
H -1.1172 0.4364 -3.8819
H -2.2101 0.5014 -2.4678
H -0.1079 3.9681 -1.7817
H -1.1664 2.7380 -1.0424
H -0.9651 2.7907 -2.8221
H 0.8718 -3.1864 -1.1901
H -0.0879 -3.0262 -2.6704
H 0.2423 -4.6175 -2.0127
H -0.7420 -4.9623 1.0902
H -1.4913 -5.9547 -0.1744
H -2.4972 -5.0651 0.9818
H -3.0803 -3.0092 -2.7060
H -3.9170 -4.0191 -1.5229
H -2.7030 -4.7333 -2.5882
*
```

## Properties
Relative energy (zero: lowest compared OMol25 entry of this formula, charge and spin), kJ/mol: 73.9
Largest force on an atom, eV Å⁻¹: 0.336

---

# 4
Entry from the OMol25 dataset: a 2-piece molecular cluster, C4H4N2 overall (ωB97M-V/def2-TZVPD).

```
! wB97M-V def2-TZVPD RIJCOSX def2/J DEFGRID3
* xyz 0 1
C -0.0702 -0.0586 -1.3505
C 0.0355 0.9105 -0.2605
N 0.4290 1.7106 2.0043
N 0.0257 0.7868 2.4575
C 0.1057 -0.4430 0.2862
C -0.5390 -1.2073 -0.7048
H 0.5328 -0.0343 -2.2616
H -0.8918 1.4410 -0.0743
H 0.9200 -0.8231 0.9120
H -0.5721 -2.2506 -0.9595
*
```

## Properties
Relative energy (zero: lowest compared OMol25 entry of this formula, charge and spin), kJ/mol: 489.4
Largest force on an atom, eV Å⁻¹: 2.177

---

# 5
Entry from the OMol25 dataset: an isolated ion of composition C29H25O5S2 and charge -1 (ωB97M-V/def2-TZVPD).

```
! wB97M-V def2-TZVPD RIJCOSX def2/J DEFGRID3
* xyz -1 1
C -3.7620 -2.1931 -0.5851
C -2.8120 -1.6125 0.4618
O -2.9185 -1.8963 1.6429
C -1.7458 -0.6743 -0.0508
C -2.0104 0.6501 0.7195
C -1.5697 0.7502 2.0464
C -1.5170 1.9765 2.6975
C -1.9195 3.1580 2.0275
C -2.4521 3.0721 0.7014
C -2.5520 1.8085 0.0932
C -0.1797 -1.0429 -0.3199
C 0.1621 -2.3592 -0.8808
S 0.5407 -2.7342 -2.6570
O -0.1131 -1.7550 -3.5207
O 1.9877 -2.9914 -2.7318
C -0.2114 -4.3029 -3.2043
C 0.6323 -5.3681 -3.4849
C 0.1116 -6.5877 -3.9036
C -1.2927 -6.7560 -4.0539
C -2.1278 -5.6414 -3.8144
C -1.5918 -4.4123 -3.4291
S -0.0812 -3.9359 -0.0372
O 0.8392 -4.9196 -0.5611
O -1.4679 -4.2496 0.0392
C 0.5085 -3.6517 1.6577
C 1.8328 -4.0302 1.9229
C 2.3393 -3.8479 3.2084
C 1.5440 -3.2826 4.2294
C 0.2131 -2.9481 3.9406
C -0.3129 -3.1173 2.6567
C 0.7241 0.0352 -1.0598
C 2.0230 -0.3298 -1.4680
C 2.8776 0.5625 -2.2019
C 2.3885 1.8448 -2.5242
C 1.0756 2.2107 -2.1329
C 0.2652 1.2874 -1.4285
H -3.8891 -1.5455 -1.4607
H -3.2439 -3.0912 -0.8945
H -4.7410 -2.5250 -0.2081
H -1.8605 -0.4370 -1.1231
H -1.2067 -0.2020 2.5126
H -1.2263 2.0389 3.7633
H -1.8557 4.1250 2.5345
H -2.8213 3.9919 0.1830
H -2.9055 1.6941 -0.9676
H -0.0015 -1.0990 0.8586
H 1.7098 -5.2539 -3.3276
H 0.7750 -7.4342 -4.1087
H -1.7172 -7.7267 -4.3643
H -3.2227 -5.7531 -3.9353
H -2.2398 -3.5468 -3.2469
H 2.4256 -4.5035 1.1285
H 3.3559 -4.1803 3.4150
H 1.9686 -3.1202 5.2276
H -0.4378 -2.5683 4.7354
H -1.3585 -2.8511 2.4504
H 2.4216 -1.2915 -1.2729
H 3.8817 0.2203 -2.5146
H 3.0262 2.5942 -3.0774
H 0.6972 3.2253 -2.3489
H -0.7783 1.5930 -1.2852
*
```

## Properties
Largest force on an atom, eV Å⁻¹: 3.795
Energy, Ha: -2292.592685
SMILES string: CC(=O)[C@@H](c1ccccc1)[C@@H](C(S(=O)(=O)c1ccccc1)=[S@](=O)([O-])c1ccccc1)c1ccccc1